<one>
{
  "formula": "C4H9NO3",
  "method": "ωB97M-V/def2-TZVPD",
  "symbols": ["C", "H", "H", "H", "C", "C", "H", "O", "O", "H", "C", "H", "H", "H", "N", "O", "H"],
  "xyz": [[-0.738, -0.868, -1.234], [2.328, 2.063, 0.529], [2.085, 0.442, 1.199], [1.031, -1.054, -0.118], [0.070, -0.460, 0.020], [1.598, 1.379, 0.923], [-0.308, 1.602, 0.000], [1.047, 1.999, 2.087], [-0.378, -2.074, -1.756], [-0.885, -1.623, 1.339], [0.583, 1.000, -0.144], [-0.872, -2.351, -2.541], [1.626, 2.737, 2.309], [-0.227, -0.207, 2.003], [-0.727, -0.635, 1.219], [-1.831, -0.447, -1.508], [0.891, 1.180, -1.232]],
  "smiles": "N[C@H](CCO)C(=O)O",
  "mol_weight_g_mol": 119.12,
  "lumo_energy_ev": 0.69,
  "homo_lumo_gap_ev": 10.30
}

<two>
{
  "formula": "C4H9NO3",
  "method": "ωB97M-V/def2-TZVPD",
  "symbols": ["N", "C", "H", "C", "C", "O", "H", "C", "O", "H", "H", "H", "H", "H", "H", "O", "H"],
  "xyz": [[-0.677, 1.517, -0.211], [0.952, -0.306, -0.303], [0.307, -2.290, -0.275], [-0.499, 0.091, -0.485], [-1.605, -0.802, 0.081], [-2.697, -0.057, 0.371], [2.772, -0.235, 0.916], [1.711, 0.004, 0.971], [0.919, -1.638, -0.649], [-2.431, 0.881, 0.327], [0.242, 2.091, -0.176], [-0.523, 0.082, -1.567], [-1.312, 1.858, -0.994], [1.273, -0.475, 1.827], [1.744, 1.149, 1.119], [-1.524, -2.009, 0.291], [1.349, 0.138, -1.243]],
  "smiles": "C[C@@H](O)[C@H](N)C(=O)O",
  "mol_weight_g_mol": 119.12,
  "lumo_energy_ev": 0.46,
  "homo_lumo_gap_ev": 10.34
}

<three>
{
  "formula": "C4H9NO3",
  "method": "ωB97M-V/def2-TZVPD",
  "symbols": ["C", "H", "H", "O", "C", "H", "C", "H", "H", "H", "H", "N", "O", "H", "O", "C", "H"],
  "xyz": [[-0.056, -0.649, -1.319], [-1.529, -0.907, 1.094], [0.216, -2.685, -1.655], [0.044, -0.320, 2.434], [0.233, 0.005, 0.054], [-1.239, 1.408, 0.531], [0.324, 2.484, 0.567], [1.103, 2.831, -0.140], [1.334, 0.000, 0.066], [-0.051, -1.851, 1.137], [-0.308, 0.580, 2.540], [-0.371, 1.326, 0.018], [0.479, -1.950, -1.091], [-0.403, 3.275, 0.685], [-0.199, -0.369, -2.468], [-0.436, -0.819, 1.173], [0.875, 2.232, 1.517]],
  "smiles": "CN[C@@H](CO)C(=O)O",
  "mol_weight_g_mol": 119.12,
  "lumo_energy_ev": 0.66,
  "homo_lumo_gap_ev": 9.85
}

<one> ends up most stable, edging out the next structure by 0.0113 hartree.

<one>
{
  "formula": "C4H3F3O",
  "method": "ωB97M-V/def2-TZVPD",
  "symbols": ["F", "O", "H", "C", "C", "C", "H", "F", "F", "C", "H"],
  "xyz": [[-0.741, 2.106, 0.214], [0.734, 0.691, -0.784], [0.145, -1.881, 0.989], [-0.065, -1.010, 0.459], [-1.157, -0.278, 0.282], [-0.666, 0.969, -0.522], [-2.188, -0.172, 0.712], [1.949, -0.032, 1.035], [1.993, -1.068, -0.810], [1.197, -0.350, -0.011], [-1.202, 1.027, -1.566]],
  "smiles": "F[C@@H]1C=CC(F)(F)O1",
  "mol_weight_g_mol": 124.06,
  "lumo_energy_ev": 0.69,
  "homo_lumo_gap_ev": 11.90
}

<two>
{
  "formula": "C4H3F3O",
  "method": "ωB97M-V/def2-TZVPD",
  "symbols": ["C", "H", "H", "F", "H", "C", "O", "F", "F", "C", "C"],
  "xyz": [[0.884, 0.084, -0.486], [0.155, 1.436, 1.110], [0.856, 0.133, -1.639], [-0.658, 2.081, -0.676], [0.384, -1.545, 1.021], [-0.157, 1.136, 0.099], [-2.317, -0.255, 0.548], [2.061, 0.251, 0.123], [-0.121, -2.140, -0.674], [-1.134, -0.111, 0.411], [0.049, -1.069, 0.162]],
  "smiles": "O=C1[C@@H](F)[C@H](F)[C@H]1F",
  "mol_weight_g_mol": 124.06,
  "lumo_energy_ev": 0.02,
  "homo_lumo_gap_ev": 10.10
}

<one> ends up most stable, edging out the next structure by 0.0453 hartree.

<one>
{
  "formula": "C44H47BaN6O2PS4SeSi",
  "method": "ωB97M-V/def2-TZVPD",
  "symbols": ["H", "C", "C", "H", "H", "C", "O", "H", "H", "C", "N", "N", "H", "C", "H", "H", "C", "C", "H", "H", "C", "Si", "H", "H", "H", "S", "C", "C", "H", "H", "H", "C", "S", "C", "C", "H", "C", "S", "S", "C", "C", "H", "C", "H", "H", "H", "H", "C", "C", "C", "H", "H", "C", "C", "C", "C", "Se", "H", "C", "N", "H", "C", "C", "O", "H", "C", "C", "C", "C", "C", "H", "C", "C", "H", "N", "Ba", "H", "C", "H", "H", "H", "H", "H", "C", "H", "H", "C", "H", "C", "C", "H", "H", "H", "H", "N", "N", "H", "H", "H", "P", "C", "C", "C", "H", "C", "H", "C"],
  "xyz": [[-0.504, -6.487, -2.287], [2.310, -3.180, 2.786], [4.803, -4.461, -0.903], [-3.643, -4.953, 5.901], [0.060, 2.970, -2.100], [4.747, -4.775, 0.450], [-3.013, 3.259, -3.193], [-3.974, -0.762, -3.671], [5.438, -5.059, -1.547], [-2.484, -3.231, 5.920], [-0.448, -0.225, 4.988], [-1.718, 1.151, 0.723], [-1.628, -2.095, -3.191], [1.644, 3.906, -0.860], [-4.047, 3.649, -1.110], [0.577, 4.929, 2.304], [0.399, 3.896, -1.544], [0.911, 2.867, 2.784], [-3.132, -6.367, -1.435], [2.730, -1.746, -1.077], [-0.227, -5.498, -1.856], [-1.469, -4.863, -0.572], [2.431, 4.206, -3.311], [5.221, 1.511, -1.589], [3.016, 5.111, 0.225], [1.376, -2.895, 4.156], [4.014, 3.599, -4.637], [4.199, -3.315, -1.380], [-0.109, 1.049, 6.717], [-2.427, 2.593, -6.547], [0.176, 5.460, 4.702], [3.891, -4.056, 1.216], [4.027, 2.665, 0.637], [3.138, -2.928, 0.728], [5.607, 2.026, -3.717], [-2.153, -1.662, -4.767], [2.058, 5.118, -0.280], [1.607, 0.794, -0.843], [3.643, -4.327, 2.925], [4.874, 1.957, -2.559], [5.225, 2.901, -4.715], [3.717, 4.227, -5.460], [-2.907, 2.076, -2.764], [-2.995, -2.911, 2.149], [5.806, 2.920, -5.671], [-1.206, 0.438, -1.154], [-2.057, -5.588, 1.819], [-0.962, -1.150, 5.847], [-3.061, -0.371, -3.232], [-0.464, 4.950, -1.422], [4.668, -3.017, -2.394], [-3.543, -4.587, -1.863], [3.746, 2.736, -2.361], [0.352, 3.319, 5.371], [-3.249, -4.183, 5.271], [-3.532, -4.083, 3.891], [-1.336, -2.634, -0.326], [6.550, 1.492, -3.840], [-3.568, 2.892, -0.508], [2.122, -2.527, 1.586], [-0.272, -5.328, 1.610], [-2.917, -2.992, 3.213], [0.527, 2.004, 4.847], [-0.857, -1.162, 7.078], [-2.333, -3.330, 7.025], [1.138, 6.166, -0.119], [3.298, -2.553, -0.650], [-1.168, -5.695, 1.103], [0.319, 0.795, 5.711], [-3.578, 2.661, 0.877], [-1.334, 2.490, -5.118], [0.466, 4.155, 3.060], [3.291, 3.556, -3.426], [1.445, 7.024, 0.570], [0.842, 1.805, 3.581], [-0.023, -0.740, 2.252], [-1.383, 1.105, -6.314], [-2.013, 1.867, -5.800], [-4.295, 3.246, 1.442], [-0.791, 6.983, -0.574], [0.107, 3.522, 6.428], [-4.065, 2.035, -5.020], [-4.021, -4.892, 3.385], [-0.112, 6.136, -0.749], [-3.580, 0.372, -5.411], [1.290, 0.350, 5.934], [-3.235, 1.307, -5.040], [0.643, -5.642, -1.234], [0.228, 4.402, 4.449], [-1.909, -1.228, -3.775], [-0.099, -4.779, -2.712], [-2.399, 1.728, 2.586], [-1.296, 4.968, -2.075], [-3.128, -0.385, -2.155], [-2.128, -2.107, 3.871], [-2.950, 1.052, -3.611], [1.214, 2.661, 1.770], [-1.001, -0.616, -3.899], [-1.016, -6.753, 0.859], [2.771, 2.454, -0.809], [-1.883, 1.129, -0.619], [-1.895, -2.138, 5.167], [-2.852, 1.937, -1.287], [5.452, -5.513, 0.919], [-3.243, -5.288, -1.068], [-3.862, -5.311, -0.191], [-2.618, 1.810, 1.513]],
  "charge": -2,
  "mol_weight_g_mol": 1095.52,
  "lumo_energy_ev": 3.84,
  "homo_lumo_gap_ev": 6.15
}

<two>
{
  "formula": "C44H47BaN6O2PS4SeSi",
  "method": "ωB97M-V/def2-TZVPD",
  "symbols": ["Se", "H", "N", "C", "C", "H", "C", "H", "H", "C", "H", "H", "H", "H", "H", "C", "Ba", "H", "H", "H", "Si", "C", "C", "H", "C", "C", "H", "C", "H", "H", "N", "H", "H", "C", "C", "S", "C", "S", "H", "H", "O", "H", "H", "C", "C", "C", "H", "C", "C", "H", "C", "H", "C", "C", "H", "C", "C", "C", "C", "H", "C", "S", "C", "H", "H", "C", "S", "H", "C", "H", "P", "H", "C", "H", "H", "H", "H", "H", "H", "H", "C", "N", "C", "C", "H", "C", "H", "H", "C", "H", "C", "H", "O", "C", "N", "C", "H", "N", "C", "C", "C", "H", "C", "H", "N", "C", "C"],
  "xyz": [[18.096, -11.421, 14.272], [20.043, -5.805, 14.256], [16.286, -5.416, 16.696], [17.165, -4.444, 16.644], [16.904, -7.757, 9.304], [17.976, -11.034, 7.864], [20.557, -9.915, 16.671], [18.284, -8.663, 11.891], [19.714, -9.102, 24.433], [22.245, -9.297, 18.186], [12.150, -8.685, 21.833], [16.259, -9.784, 9.815], [19.904, -10.686, 16.194], [14.510, -8.007, 22.203], [22.347, -7.207, 18.663], [13.496, -9.637, 18.921], [17.491, -7.953, 15.758], [16.767, -12.031, 23.387], [18.774, -14.406, 12.722], [20.389, -14.314, 12.117], [19.967, -12.287, 13.402], [20.534, -6.301, 10.965], [12.889, -8.872, 21.065], [18.892, -7.588, 22.531], [16.901, -10.266, 22.098], [14.464, -3.874, 16.817], [13.422, -3.675, 16.836], [21.187, -13.035, 14.571], [20.986, -6.023, 10.012], [15.624, -9.671, 18.546], [20.107, -8.665, 16.590], [19.089, -10.683, 6.534], [11.464, -9.657, 19.601], [12.789, -11.805, 13.938], [18.321, -10.650, 23.967], [18.129, -8.729, 19.069], [16.733, -3.094, 16.619], [13.417, -9.230, 13.120], [21.566, -12.286, 15.231], [14.129, -13.593, 16.525], [20.499, -8.054, 8.729], [14.993, -8.634, 9.862], [21.759, -11.440, 17.767], [18.910, -7.815, 11.855], [18.503, -8.616, 22.762], [19.474, -13.750, 12.208], [16.570, -6.980, 8.551], [17.274, -11.082, 23.192], [19.467, -7.961, 9.424], [13.266, -9.928, 17.894], [17.446, -9.040, 21.951], [22.008, -13.555, 14.073], [14.683, -11.604, 16.031], [20.400, -6.184, 17.052], [19.613, -10.393, 8.177], [19.495, -7.226, 10.723], [14.492, -10.518, 15.139], [20.734, -5.766, 12.205], [13.537, -10.662, 14.101], [14.307, -6.056, 16.923], [21.900, -7.966, 18.044], [15.082, -6.936, 13.772], [14.845, -9.337, 19.208], [20.593, -5.738, 18.078], [15.271, -11.486, 16.889], [21.001, -11.086, 12.415], [17.093, -6.270, 21.276], [20.541, -10.838, 11.442], [14.747, -8.484, 14.176], [19.002, -13.412, 11.275], [16.925, -8.103, 20.532], [18.735, -11.251, 24.711], [14.984, -5.167, 16.839], [12.002, -11.741, 13.145], [18.855, -8.136, 7.040], [23.009, -9.650, 18.793], [12.565, -13.869, 14.568], [16.975, -7.275, 10.280], [16.221, -10.660, 21.323], [17.269, -8.966, 7.222], [19.922, -6.293, 13.286], [19.029, -5.989, 16.702], [18.619, -4.731, 16.424], [18.894, -9.381, 23.773], [21.093, -5.647, 16.363], [15.198, -8.617, 20.333], [17.440, -2.306, 16.505], [15.580, -9.164, 8.309], [13.066, -12.916, 14.734], [15.114, -1.813, 16.972], [20.780, -7.614, 17.236], [21.476, -4.998, 12.361], [19.341, -3.738, 16.100], [18.237, -8.894, 7.594], [15.222, -9.400, 15.088], [21.564, -10.362, 17.513], [22.025, -11.409, 12.298], [18.221, -8.297, 8.880], [14.003, -12.774, 15.784], [15.376, -2.814, 16.800], [18.756, -10.306, 7.508], [21.207, -10.187, 12.872], [14.163, -8.397, 21.253], [20.696, -13.764, 15.178], [19.029, -7.249, 13.101], [12.539, -9.455, 19.830], [15.885, -8.906, 9.308]],
  "charge": -2,
  "mol_weight_g_mol": 1095.52,
  "lumo_energy_ev": 3.89,
  "homo_lumo_gap_ev": 6.24
}

<one> ends up most stable, edging out the next structure by 0.0131 hartree.